1.
Entry from OMol25: C41H48N5O13P4SW as an isolated structure in a non-equilibrium geometry (the ωB97M-V functional and the def2-TZVPD basis).

Structure (XYZ):
```
113
Properties=species:S:1:pos:R:3:forces:R:3:mulliken_charge:R:1
W -0.620 -0.370 -0.622 0.1 -1.7 0.9 -0.050
C 1.980 -7.256 1.218 0.0 0.0 0.0 -0.438
S 3.664 -6.603 1.205 0.0 0.0 0.0 -0.142
C 3.781 -5.898 -0.465 0.0 0.0 0.0 -1.285
C 3.406 -4.424 -0.592 0.0 0.1 0.1 -0.551
C 1.954 -4.190 -0.206 -0.1 -0.1 0.0 0.085
N 1.397 -2.845 -0.375 0.2 -0.2 -0.2 0.530
P 0.964 -1.822 0.923 -0.3 0.5 0.2 -0.198
C 2.562 -1.682 1.774 -0.1 0.0 0.0 2.028
C 3.059 -2.674 2.610 0.1 -0.1 0.1 -0.565
C 4.348 -2.577 3.116 0.0 0.0 0.0 -0.898
C 5.141 -1.487 2.789 0.0 0.0 0.0 -0.700
C 4.640 -0.486 1.965 0.1 0.0 0.0 -0.608
C 3.354 -0.581 1.464 -0.1 0.1 0.1 -0.928
C -0.065 -2.863 1.999 0.0 -0.2 -0.1 1.244
C -0.709 -3.995 1.504 0.0 0.0 -0.1 -0.069
C -1.544 -4.742 2.323 0.0 0.0 -0.1 -0.926
C -1.757 -4.349 3.637 0.0 0.1 0.1 -0.796
C -1.134 -3.207 4.124 -0.1 -0.2 -0.1 -0.572
C -0.287 -2.466 3.312 -0.1 -0.6 0.1 -0.941
P 1.001 -2.046 -1.822 -0.1 0.4 0.5 -0.145
C 0.775 -3.468 -2.920 0.1 0.2 -0.2 1.300
C 1.646 -3.771 -3.958 0.0 0.1 -0.1 -0.824
C 1.440 -4.909 -4.725 0.0 0.0 0.0 -0.862
C 0.368 -5.746 -4.457 0.0 0.0 0.0 -0.720
C -0.504 -5.446 -3.418 0.0 0.0 0.0 -1.005
C -0.299 -4.310 -2.653 0.0 -0.1 -0.3 -0.346
C 2.504 -1.177 -2.403 0.0 0.0 -0.1 0.987
C 3.721 -1.229 -1.732 -0.1 0.1 0.0 -0.474
C 4.786 -0.431 -2.128 0.0 0.0 0.0 -0.968
C 4.645 0.437 -3.199 0.0 0.0 0.0 -0.821
C 3.428 0.515 -3.863 -0.1 0.0 -0.1 -0.620
C 2.365 -0.277 -3.463 0.1 -0.3 0.0 -0.754
H 1.900 -7.896 2.095 0.0 0.0 0.0 0.400
H 1.800 -7.862 0.330 0.0 0.0 0.0 0.256
H 1.225 -6.476 1.290 0.0 0.0 0.0 -0.103
H 3.169 -6.512 -1.132 0.0 0.0 0.0 0.439
H 4.820 -6.041 -0.765 0.0 0.0 0.0 0.523
H 3.572 -4.125 -1.628 0.0 0.1 -0.1 0.252
H 4.065 -3.825 0.044 0.0 0.0 0.0 0.187
H 1.841 -4.443 0.849 0.0 0.0 0.0 -0.132
H 1.332 -4.899 -0.773 0.1 0.1 0.1 0.747
H 2.443 -3.525 2.878 0.0 0.0 0.0 0.331
H 4.730 -3.355 3.766 0.0 0.0 0.0 0.449
H 6.144 -1.407 3.190 0.0 0.0 0.0 0.361
H 5.244 0.382 1.733 0.0 0.0 0.0 0.509
H 2.942 0.218 0.856 0.0 0.0 0.0 0.553
H -0.575 -4.285 0.467 0.0 0.0 0.1 0.283
H -2.040 -5.622 1.929 0.0 0.0 0.0 0.424
H -2.415 -4.926 4.276 0.0 0.0 0.0 0.366
H -1.306 -2.879 5.142 0.0 0.0 0.0 0.411
H 0.194 -1.575 3.679 0.1 0.1 0.1 0.573
H 2.475 -3.108 -4.179 0.0 0.0 0.0 0.426
H 2.116 -5.137 -5.540 0.0 0.0 0.0 0.437
H 0.207 -6.630 -5.060 0.0 0.0 0.0 0.401
H -1.347 -6.091 -3.209 0.0 0.0 0.0 0.483
H -0.970 -4.067 -1.849 -0.2 0.1 0.2 0.412
H 3.830 -1.846 -0.857 0.0 -0.2 0.1 0.406
H 5.719 -0.478 -1.581 0.0 0.0 0.0 0.449
H 5.472 1.067 -3.503 0.0 0.0 0.0 0.365
H 3.298 1.206 -4.687 0.0 0.0 0.0 0.459
H 1.423 -0.219 -3.986 -0.2 0.1 -0.1 0.657
O 0.315 3.514 -1.373 -0.5 1.2 2.7 -0.513
C 0.209 2.322 -1.796 -0.2 -1.3 -0.3 -0.656
O 0.612 1.329 -1.151 0.4 0.3 -0.2 -0.252
C -0.423 2.157 -3.109 0.1 -0.1 -0.2 0.820
C -0.477 3.212 -3.987 -0.1 0.0 -0.2 -0.347
C -1.085 3.046 -5.226 0.1 0.3 0.0 -0.890
C -1.592 1.824 -5.635 0.1 -0.2 0.1 -0.627
C -1.518 0.757 -4.782 0.6 0.7 0.2 -0.610
C -1.045 0.903 -3.419 -0.4 0.1 -0.5 0.603
O -1.300 0.033 -2.550 -0.2 0.0 -0.5 -0.114
N -1.917 -0.524 -5.312 -0.7 1.1 1.2 0.955
O -1.382 -1.501 -4.912 2.1 -2.2 1.1 -0.580
O -2.842 -0.566 -6.061 -1.8 0.5 -2.0 -0.678
N -1.158 4.166 -6.142 0.0 -0.3 0.2 1.054
O -0.648 5.212 -5.806 0.3 0.6 0.2 -0.656
O -1.726 4.001 -7.202 -0.3 -0.1 -0.5 -0.669
H -0.060 4.167 -3.707 0.0 0.0 0.0 0.672
H -2.017 1.704 -6.621 0.0 0.0 0.0 0.648
N -2.661 1.719 3.960 0.0 -0.1 -0.4 -0.755
C -1.256 2.063 3.578 -0.2 0.0 0.0 1.204
C -1.005 3.515 4.010 -0.1 0.0 0.0 -1.958
P -1.182 2.065 1.714 0.4 0.2 0.0 0.470
O -0.294 3.201 1.280 0.2 0.2 -1.2 -0.988
O -2.706 2.363 1.337 -0.7 0.0 0.8 -0.540
O -0.829 0.713 1.101 -0.2 0.5 0.4 -0.106
P 0.001 0.989 4.463 -0.2 0.4 0.0 0.789
O -1.096 0.079 5.325 0.2 -0.2 -0.1 -0.681
O 0.753 1.821 5.438 0.1 -0.2 0.0 -0.872
O 0.673 0.100 3.478 0.5 0.4 -0.1 -0.571
H -2.914 2.282 4.763 0.0 0.0 0.0 0.261
H -2.706 0.752 4.276 0.0 0.3 -0.2 0.284
H -3.211 2.204 2.193 0.4 0.0 -0.6 0.464
H -1.737 4.182 3.549 0.0 0.0 0.0 0.419
H -0.011 3.842 3.721 0.0 0.0 0.0 0.313
H -1.072 3.572 5.098 0.0 0.0 0.0 0.577
H 0.123 3.504 -0.279 0.6 -0.3 -0.9 0.554
H -0.641 -0.212 6.117 0.1 0.0 0.3 0.265
C -3.502 -3.114 -1.083 0.0 -0.1 0.0 -1.476
C -3.428 -1.763 -0.381 -0.1 0.3 0.3 1.645
C -3.905 -1.881 1.070 -0.2 0.1 -0.1 -1.258
C -4.276 -0.739 -1.134 -0.1 0.1 0.0 -1.607
N -2.075 -1.277 -0.357 0.2 -0.5 -0.6 1.321
H -4.543 -3.442 -1.146 0.0 0.0 0.0 0.523
H -2.941 -3.865 -0.526 0.1 -0.1 0.0 0.163
H -3.102 -3.039 -2.094 0.0 0.0 -0.1 0.276
H -4.929 -2.266 1.108 0.1 0.0 0.0 0.457
H -3.877 -0.903 1.548 0.0 0.0 0.0 0.235
H -3.258 -2.550 1.626 0.1 -0.2 0.1 0.159
H -3.958 -0.678 -2.175 0.0 0.0 0.0 0.232
H -4.160 0.245 -0.677 0.0 0.0 0.0 0.258
H -5.331 -1.025 -1.100 0.0 0.0 0.0 0.492
```
Positions in Å, forces in eV/Å.

Results
Orbital gap ... 5.359 eV
Relative energy (zero: lowest compared OMol25 entry of this formula, charge and spin) ... 2.888 eV
Charge ... -1
Energy ... -127185.862 eV
E_HOMO ... -3.6 eV

***

2.
Entry from OMol25: C41H49BBaO2P2 as an isolated structure in a non-equilibrium geometry (the ωB97M-V functional and the def2-TZVPD basis).

Structure (XYZ):
```
96
Properties=species:S:1:pos:R:3:forces:R:3:mulliken_charge:R:1
Ba 1.359 -0.213 -2.657 -0.2 -0.2 1.9 1.879
C -2.024 0.009 4.391 -0.2 -0.7 -0.6 -0.165
C -2.183 -0.220 3.080 0.1 -0.3 0.3 -0.478
C -2.624 0.794 2.059 -0.4 0.1 -0.3 -1.279
C -1.492 1.671 1.479 0.1 0.0 -0.3 0.410
C -0.555 2.313 2.474 -0.1 0.3 0.1 -0.553
C -0.868 2.686 3.718 0.5 0.0 -0.2 -0.470
C -2.209 2.583 4.382 -0.2 0.3 0.3 -0.951
C -2.480 1.247 5.102 0.2 0.1 0.1 -0.013
C 1.526 -0.169 0.071 -0.3 0.2 -0.5 -1.691
H -1.527 -0.741 5.047 -0.8 0.3 -0.8 0.401
H -2.025 -1.224 2.660 0.5 0.4 0.4 0.399
H -3.407 1.452 2.442 0.0 -0.3 0.0 0.579
H -3.070 0.256 1.212 0.0 0.1 0.1 0.657
H -0.879 1.068 0.787 -0.2 0.1 0.3 -0.409
H -1.957 2.455 0.850 0.1 -0.2 0.2 0.328
H 0.455 2.510 2.088 -0.3 -0.2 0.3 0.341
H -0.090 3.114 4.359 0.0 -0.1 -0.3 0.367
H -3.021 2.789 3.677 0.3 0.1 0.2 0.476
H -2.256 3.369 5.150 -0.1 -0.1 -0.2 0.492
H -1.991 1.241 6.082 -0.1 0.2 -0.1 -0.326
H -3.563 1.180 5.296 0.2 -0.1 0.0 0.294
H 1.205 -1.170 0.413 0.2 0.3 0.2 0.277
H 1.069 0.621 0.693 0.4 -0.5 0.0 0.292
H 2.628 -0.100 0.122 -0.1 0.0 0.3 0.480
P -0.134 -1.953 -4.522 -1.2 0.9 -0.8 -0.025
P 1.991 0.705 -5.270 -1.0 -0.2 -1.4 0.382
C -0.653 -0.321 -5.113 -1.0 -1.9 1.2 -0.256
C 0.203 0.672 -5.506 1.8 1.4 -0.7 -1.128
C -0.632 -3.118 -5.837 0.0 -0.9 -0.5 0.013
C -1.757 -2.832 -6.621 0.0 -0.5 -0.1 -0.022
C -2.254 -3.774 -7.528 0.2 0.1 0.1 -0.571
C -1.608 -5.004 -7.691 0.2 0.2 0.3 -0.471
C -0.443 -5.275 -6.957 -0.2 0.1 -0.2 -0.470
C 0.056 -4.334 -6.050 -0.5 0.4 0.0 -0.365
C -1.446 -2.207 -3.236 0.0 -0.5 0.0 0.571
C -1.576 -1.305 -2.147 0.2 -0.4 -0.2 -0.743
C -2.089 -1.773 -0.939 -0.5 -0.2 -0.1 -0.724
C -2.755 -3.010 -0.890 0.1 0.2 -0.2 -0.527
C -2.838 -3.801 -2.042 -0.1 0.1 0.2 -0.638
C -2.115 -3.445 -3.179 0.2 0.2 0.2 -0.684
C 2.596 1.155 -6.914 0.4 0.5 -0.4 0.209
C 2.390 0.241 -7.969 0.2 0.5 0.2 -0.507
C 2.814 0.567 -9.257 0.0 0.1 0.2 -0.511
C 3.461 1.786 -9.503 -0.1 0.0 0.4 -0.513
C 3.680 2.677 -8.445 0.0 -0.1 -0.2 -0.486
C 3.256 2.367 -7.151 -0.1 -0.3 -0.3 -0.394
C 2.171 2.140 -4.123 0.8 0.5 0.0 -1.119
C 3.367 2.192 -3.363 -0.5 0.3 0.0 0.071
C 3.438 3.023 -2.241 0.3 -0.1 0.1 -0.526
C 2.336 3.773 -1.840 0.1 0.3 0.0 -0.405
C 1.170 3.768 -2.605 0.0 -0.2 -0.2 -0.642
C 1.090 2.957 -3.739 0.0 0.0 0.0 0.314
H -1.745 -0.195 -5.176 0.5 0.2 0.0 0.463
H -0.174 1.563 -6.027 -0.1 -0.3 0.3 0.660
H -2.253 -1.871 -6.507 0.0 -0.2 0.0 0.289
H -3.156 -3.541 -8.098 0.3 -0.1 0.1 0.378
H -2.006 -5.740 -8.394 0.2 0.2 0.3 0.367
H 0.065 -6.234 -7.095 -0.1 0.4 0.1 0.369
H 0.972 -4.539 -5.494 -0.3 0.0 0.0 0.349
H -1.304 -0.232 -2.224 0.0 -0.8 0.0 1.052
H -1.976 -1.162 -0.041 -0.3 -0.1 -0.3 0.332
H -3.239 -3.329 0.035 0.2 0.1 -0.3 0.407
H -3.456 -4.708 -2.054 0.4 0.3 0.1 0.364
H -2.051 -4.145 -4.022 -0.1 0.4 0.4 0.229
H 1.895 -0.711 -7.763 0.1 0.3 -0.1 0.381
H 2.638 -0.130 -10.077 0.1 0.2 0.2 0.377
H 3.782 2.041 -10.515 -0.1 -0.1 0.4 0.347
H 4.182 3.626 -8.630 -0.1 -0.2 0.0 0.371
H 3.427 3.060 -6.324 -0.1 -0.1 -0.3 0.290
H 4.221 1.560 -3.635 -0.3 0.3 0.0 0.402
H 4.370 3.075 -1.668 -0.4 -0.1 -0.1 0.362
H 2.390 4.384 -0.937 0.0 -0.2 -0.3 0.404
H 0.315 4.388 -2.327 0.3 -0.2 0.0 0.413
H 0.152 2.930 -4.307 0.5 -0.1 0.2 0.266
C 1.681 1.283 9.000 0.0 0.4 0.3 -1.778
C 1.135 -0.005 8.423 0.2 -0.2 0.0 1.602
C 2.116 -1.114 8.767 0.2 -0.3 0.2 -1.915
O 1.122 0.133 6.965 -0.2 0.1 0.3 -0.498
B -0.117 -0.220 6.547 0.9 -0.1 -0.6 0.341
O -0.997 -0.591 7.484 -0.1 0.0 0.3 -0.316
C -0.372 -0.339 8.786 -0.4 0.0 -0.3 1.615
C -0.627 -1.604 9.571 0.2 -0.3 0.4 -1.759
C -1.160 0.809 9.394 0.0 0.3 0.3 -2.017
H 1.674 1.237 10.097 -0.1 0.1 -0.2 0.347
H 1.122 2.167 8.677 0.1 -0.2 0.1 0.322
H 2.725 1.408 8.691 -0.2 0.0 0.0 0.466
H 3.122 -0.833 8.429 -0.3 -0.1 0.0 0.493
H 2.172 -1.242 9.858 -0.1 -0.1 -0.2 0.350
H 1.857 -2.075 8.307 0.0 0.3 0.1 0.330
H -0.307 -1.477 10.612 0.0 -0.1 -0.1 0.361
H -1.704 -1.810 9.567 0.2 0.1 0.0 0.451
H -0.114 -2.471 9.139 -0.1 0.2 0.1 0.338
H -1.031 1.750 8.844 0.0 -0.3 0.1 0.304
H -2.227 0.552 9.384 0.3 0.0 0.0 0.481
H -0.860 0.963 10.438 0.0 0.1 -0.2 0.437
```
Positions in Å, forces in eV/Å.

Results
Orbital gap (alpha / beta) ... 6.262 / 4.757 eV
Energy ... -67349.466 eV
E_HOMO (alpha / beta) ... -6.2 / -4.7 eV